(1)
ORCA calculation (ωB97M-V/def2-TZVPD) on a structure of composition C27H22Cl6GaN4OS.

relative energy (zero: lowest compared OMol25 entry of this formula, charge and spin)	0.00	kcal/mol
electronic energy	-174707.59661	eV
orbital gap	7.21	eV
charge	+1

Each line ends with the natural charge from an NBO analysis.
Positions of all 62 atoms, in Å:
Ga1 0.3058 0.1461 -0.3628  1.60
Cl1 1.7419 2.6509 6.3329  0.03
C1 1.2837 1.8544 4.8709  -0.09
C2 0.3297 0.8328 4.9188  -0.15
C3 -0.0281 0.1816 3.7670  -0.26
C4 0.5215 0.5232 2.5198  0.40
O1 0.1148 -0.1568 1.4691  -0.86
C5 1.4936 1.5607 2.4766  -0.18
C6 2.2095 1.8715 1.2883  0.23
N1 1.9222 1.3719 0.1308  -0.60
C7 2.7545 1.5057 -0.9709  0.11
C8 3.5582 2.5787 -1.2905  -0.19
C9 4.3965 2.5200 -2.4129  -0.18
C10 4.4567 1.4005 -3.1998  -0.17
C11 3.6394 0.2871 -2.9148  -0.10
C12 3.6428 -0.9091 -3.6619  -0.07
C13 2.8175 -1.9363 -3.2835  -0.26
C14 1.9509 -1.7621 -2.2009  0.11
N2 1.9104 -0.6493 -1.5005  -0.57
C15 2.7525 0.3606 -1.8133  0.24
C16 1.8576 2.2087 3.6744  -0.16
H1 -0.1236 0.5725 5.8624  0.24
H2 -0.7552 -0.6148 3.7896  0.22
H3 3.0968 2.5025 1.3910  0.19
H4 3.5401 3.4743 -0.6888  0.23
H5 5.0143 3.3738 -2.6407  0.24
H6 5.1251 1.3558 -4.0461  0.23
H7 4.2974 -0.9998 -4.5164  0.24
H8 2.7944 -2.8660 -3.8288  0.24
H9 1.2484 -2.5344 -1.9131  0.23
H10 2.5875 3.0030 3.6476  0.23
Cl2 -0.9700 2.7236 0.7079  0.07
C17 -1.3265 2.5194 -0.9553  -0.07
C18 -0.7141 1.4376 -1.5657  -0.54
C19 -0.9836 1.2329 -2.9095  0.03
Cl3 -0.2503 -0.1147 -3.6646  0.04
C20 -1.8338 2.0674 -3.6304  -0.13
Cl4 -2.1367 1.7794 -5.2964  0.08
C21 -2.4491 3.1381 -2.9776  -0.07
Cl5 -3.5285 4.1508 -3.8330  0.09
C22 -2.1924 3.3748 -1.6246  -0.09
Cl6 -2.9489 4.6734 -0.8008  0.08
C23 -3.2499 -0.2151 0.2000  -0.42
N3 -2.9535 -1.4297 0.9234  -0.39
C24 -3.6687 -1.5307 2.1807  -0.42
C25 -1.9919 -2.2756 0.5553  0.43
S1 -0.8948 -1.9170 -0.7232  -0.26
N4 -1.9050 -3.5007 1.0936  -0.42
C26 -0.6642 -4.2474 1.0393  -0.41
C27 -3.0700 -4.3171 1.3793  -0.41
H11 -4.3309 -0.0728 0.1881  0.22
H12 -2.8933 -0.2719 -0.8285  0.24
H13 -2.7900 0.6494 0.6908  0.22
H14 -3.6467 -0.5541 2.6695  0.22
H15 -3.2013 -2.2554 2.8388  0.22
H16 -4.7171 -1.7989 2.0224  0.22
H17 0.1794 -3.5662 1.1319  0.23
H18 -0.5643 -4.8118 0.1096  0.21
H19 -0.6571 -4.9461 1.8755  0.21
H20 -3.9771 -3.8097 1.0679  0.22
H21 -3.1329 -4.5762 2.4375  0.21
H22 -2.9933 -5.2433 0.8043  0.22


(2)
ORCA calculation (ωB97M-V/def2-TZVPD) on a structure of composition C27H22IrN2O2S2 in a non-equilibrium geometry.

relative energy (zero: lowest compared OMol25 entry of this formula, charge and spin)	72.18	kcal/mol
electronic energy	-59932.77472	eV
orbital gap (alpha / beta)	7.10 / 7.10	eV
charge	+1

Each line ends with the natural charge from an NBO analysis.
Positions of all 56 atoms, in Å:
Ir1 0.9187 -1.3654 0.2198  1.03
O1 1.1952 -0.8645 2.5335  -0.54
N1 2.3825 -0.9624 3.0432  0.05
C1 2.5124 -1.0424 4.3826  0.02
C2 3.7456 -1.1414 4.9768  -0.23
C3 4.8947 -1.1341 4.1877  -0.15
C4 4.7530 -1.0637 2.8222  -0.22
C5 3.4858 -0.9962 2.2441  0.01
S1 3.3044 -0.9350 0.5359  -0.18
H1 1.5833 -1.0226 4.9351  0.24
H2 3.8111 -1.2283 6.0479  0.24
H3 5.8714 -1.1887 4.6381  0.24
H4 5.6024 -1.0685 2.1609  0.25
C6 -2.0767 -4.6355 0.3960  -0.17
C7 -3.2426 -3.8996 0.2511  -0.24
C8 -3.2039 -2.5195 0.2907  -0.12
C9 -1.9960 -1.8470 0.4891  -0.18
C10 -0.8049 -2.5981 0.6091  -0.10
C11 -0.8617 -3.9823 0.5723  -0.26
C12 -1.9472 -0.3853 0.5452  0.26
C13 -3.0841 0.4192 0.7938  -0.25
C14 -2.9785 1.7793 0.7645  -0.09
C15 -1.7190 2.3782 0.5541  -0.12
C16 -1.5125 3.7696 0.5698  -0.17
C17 -0.2444 4.2842 0.5393  -0.21
C18 0.8632 3.4293 0.4180  -0.17
C19 0.6878 2.0768 0.3079  -0.23
C20 -0.6006 1.5163 0.4010  0.24
N2 -0.7618 0.1798 0.3543  -0.44
H5 -2.1045 -5.7154 0.3569  0.23
H6 -4.1863 -4.4028 0.1012  0.22
H7 -4.1116 -1.9579 0.1319  0.20
H8 0.0410 -4.5718 0.6833  0.23
H9 -4.0270 -0.0436 1.0277  0.24
H10 -3.8390 2.4088 0.9401  0.23
H11 -2.3762 4.4138 0.6393  0.23
H12 -0.0861 5.3487 0.6150  0.23
H13 1.8590 3.8462 0.4055  0.23
H14 1.5254 1.3991 0.1816  0.23
C21 1.2426 -1.0886 -4.5988  -0.78
S2 1.5269 -0.4910 -2.8953  1.28
O2 1.0361 -1.6230 -2.0350  -0.95
C22 0.1834 0.7278 -2.8695  -0.29
C23 0.5199 2.0710 -2.8766  -0.21
C24 -0.4841 3.0250 -2.8680  -0.19
C25 -1.8127 2.6294 -2.8441  -0.18
C26 -2.1414 1.2817 -2.8283  -0.22
C27 -1.1400 0.3241 -2.8321  -0.16
H15 0.1913 -1.2863 -4.7840  0.25
H16 1.8168 -2.0025 -4.7249  0.25
H17 1.6152 -0.3181 -5.2664  0.25
H18 1.5579 2.3668 -2.8864  0.23
H19 -0.2291 4.0741 -2.8849  0.23
H20 -2.5918 3.3782 -2.8408  0.23
H21 -3.1795 0.9815 -2.8238  0.23
H22 -1.3839 -0.7286 -2.8060  0.23


(3)
ORCA calculation (ωB97M-V/def2-TZVPD) on the molecule C27H22N2O5 in a non-equilibrium geometry.

relative energy (zero: lowest compared OMol25 entry of this formula, charge and spin)	134.64	kcal/mol
structure (SMILES)	Cc1ccc([C@H](c2ccc(Oc3ccccc3)cc2)[C@@H](c2cccc([N+](=O)[O-])c2)[N+](=O)[O-])cc1
electronic energy	-41566.51279	eV
orbital gap	7.92	eV

Each line ends with the natural charge from an NBO analysis.
Positions of all 56 atoms, in Å:
O1 2.7018 -0.9475 3.1871  -0.36
N1 2.5154 0.2235 2.8080  0.50
O2 3.4167 0.9568 2.3314  -0.38
C1 1.2093 0.7999 2.9135  0.00
C2 1.0799 2.1643 2.6306  -0.16
C3 -0.1958 2.7391 2.7096  -0.21
C4 -1.3057 1.9659 3.0840  -0.15
C5 -1.1638 0.6133 3.4562  -0.09
C6 -2.4342 -0.1470 3.7825  -0.07
N2 -2.3661 -1.5296 2.8876  0.52
O3 -3.2527 -1.6224 2.0067  -0.36
O4 -1.4791 -2.3683 3.1048  -0.38
C7 0.0901 0.0148 3.2890  -0.11
H1 1.9607 2.7417 2.3522  0.26
H2 -0.3054 3.7925 2.4832  0.23
H3 -2.3131 2.3870 3.0366  0.22
H4 -3.2224 0.3322 3.1890  0.23
H5 0.2192 -1.0605 3.3785  0.27
C8 -0.2603 0.4289 10.2301  -0.63
C9 -1.0736 0.2086 8.9848  -0.01
C10 -1.4612 1.3010 8.1911  -0.22
C11 -2.0905 1.1025 6.9671  -0.21
C12 -2.3297 -0.1898 6.4637  0.04
C13 -3.1159 -0.2857 5.1458  -0.30
C14 -3.9942 -1.5254 5.0420  -0.03
C15 -3.4005 -2.7890 5.0707  -0.23
C16 -4.0700 -3.8800 4.5349  -0.20
C17 -5.3515 -3.6751 4.0148  0.29
O5 -5.9334 -4.6530 3.2110  -0.51
C18 -6.5026 -5.7461 3.8723  0.30
C19 -7.8552 -5.9759 3.6138  -0.25
C20 -8.5599 -6.8222 4.4671  -0.19
C21 -7.8890 -7.5261 5.4727  -0.24
C22 -6.5150 -7.3368 5.6639  -0.19
C23 -5.8074 -6.4402 4.8601  -0.28
C24 -6.0336 -2.4671 4.2016  -0.25
C25 -5.3653 -1.4099 4.8101  -0.19
C26 -2.1347 -1.2569 7.3688  -0.23
C27 -1.4459 -1.0730 8.5615  -0.20
H6 0.3900 -0.4204 10.4420  0.22
H7 0.3670 1.3189 10.1349  0.22
H8 -0.8878 0.5764 11.1157  0.22
H9 -1.2595 2.3195 8.5417  0.21
H10 -2.4864 1.9561 6.4044  0.20
H11 -3.8162 0.5673 5.1880  0.23
H12 -2.4049 -2.9308 5.4967  0.23
H13 -3.5475 -4.8344 4.4474  0.22
H14 -8.3514 -5.4249 2.8210  0.23
H15 -9.6353 -6.9327 4.3480  0.22
H16 -8.4263 -8.2243 6.1177  0.22
H17 -5.9725 -7.8635 6.4480  0.22
H18 -4.7530 -6.2412 5.0287  0.22
H19 -7.0556 -2.3690 3.8444  0.23
H20 -5.8864 -0.4738 5.0214  0.22
H21 -2.5805 -2.2414 7.2035  0.22
H22 -1.2093 -1.9291 9.2023  0.21


(4)
ORCA calculation (ωB97M-V/def2-TZVPD) on a structure of composition C27H22N5O3SZr in a non-equilibrium geometry.

relative energy (zero: lowest compared OMol25 entry of this formula, charge and spin)	0.00	kcal/mol
electronic energy	-54067.34939	eV
orbital gap (alpha / beta)	5.06 / 6.30	eV
2S+1	2

Each line ends with the natural charge from an NBO analysis.
Positions of all 59 atoms, in Å:
Zr1 -0.5601 -0.4885 -0.0577  2.19
O1 1.8118 4.2229 4.5279  -0.73
C1 0.6252 3.8692 4.4150  0.73
O2 -0.3955 4.1527 5.0718  -0.73
C2 0.3657 2.8655 3.2931  -0.07
C3 1.4051 2.1124 2.7553  -0.15
C4 1.1633 1.2409 1.7148  0.10
N1 -0.1005 1.1441 1.1866  -0.70
C5 -1.1125 1.9532 1.6383  0.18
C6 -0.8990 2.7840 2.7129  -0.17
C7 -2.3290 1.8434 0.8571  0.18
C8 -3.4807 2.5972 1.0945  -0.21
C9 -4.5622 2.4475 0.2640  -0.15
C10 -4.4924 1.5533 -0.8122  -0.26
C11 -3.3424 0.8397 -0.9977  0.06
N2 -2.2710 0.9662 -0.1776  -0.61
C12 2.1405 0.4807 0.9656  0.18
C13 3.5103 0.4431 1.2463  -0.20
C14 4.3558 -0.2135 0.3942  -0.15
C15 3.8397 -0.8299 -0.7575  -0.27
C16 2.4972 -0.7668 -0.9852  0.06
N3 1.6439 -0.1264 -0.1451  -0.62
H1 2.3945 2.2727 3.1647  0.25
H2 -1.6796 3.3988 3.1424  0.25
H3 -3.5006 3.2941 1.9197  0.24
H4 -5.4603 3.0267 0.4357  0.23
H5 -5.3184 1.4243 -1.4970  0.23
H6 -3.2248 0.1489 -1.8238  0.23
H7 3.8840 0.9475 2.1263  0.24
H8 5.4180 -0.2408 0.5998  0.23
H9 4.4798 -1.3475 -1.4577  0.23
H10 2.0453 -1.2213 -1.8579  0.22
O3 -1.7132 -1.3438 1.4477  -0.66
N4 -1.5259 -2.4803 2.1253  0.00
C17 -2.3749 -2.7057 3.1557  0.05
C18 -2.2743 -3.8499 3.8840  -0.26
C19 -1.2758 -4.7720 3.5425  -0.14
C20 -0.4298 -4.5125 2.4998  -0.23
C21 -0.5413 -3.3254 1.7508  0.06
S1 0.4758 -2.9038 0.4403  -0.18
H11 -3.0936 -1.9197 3.3242  0.25
H12 -2.9564 -4.0172 4.7036  0.24
H13 -1.1684 -5.6883 4.1078  0.23
H14 0.3525 -5.2017 2.2178  0.24
C22 -2.1930 -2.9433 -1.8728  -0.64
C23 -1.6237 -1.8106 -2.6681  0.11
C24 -1.7777 -1.5634 -3.9938  -0.28
C25 -1.0879 -0.3417 -4.2958  -0.30
C26 -0.5395 0.1159 -3.1422  0.14
C27 0.2242 1.3850 -2.9099  -0.64
N5 -0.8327 -0.7862 -2.1082  -0.79
H15 -3.1167 -3.2816 -2.3418  0.23
H16 -2.4507 -2.6661 -0.8469  0.21
H17 -1.5135 -3.7938 -1.8061  0.23
H18 -2.3367 -2.1772 -4.6853  0.22
H19 -1.0209 0.1400 -5.2606  0.22
H20 -0.3613 2.2521 -3.2180  0.23
H21 1.1606 1.4056 -3.4700  0.23
H22 0.4822 1.5379 -1.8610  0.22